A 3-piece molecular cluster, C5H8Cl6O overall. Source: the Open Molecules 2025 dataset; level of theory: the ωB97M-V functional and the def2-TZVPD basis.

Computed properties:
- total charge = 0
- relative energy (zero: lowest compared OMol25 entry of this formula, charge and spin) (eV) = 0.000
- 2S+1 = 1
- energy (hartree) = -3031.69431

Geometry (Å):
Cl: -32.572 -23.873 3.110
C: -34.216 -23.424 3.552
Cl: -34.677 -24.199 5.076
Cl: -35.346 -23.820 2.273
H: -34.234 -22.355 3.709
Cl: -32.592 -20.091 3.693
C: -31.569 -18.803 3.049
Cl: -30.413 -18.263 4.269
Cl: -32.544 -17.463 2.451
H: -31.024 -19.207 2.206
C: -28.919 -18.411 -0.161
C: -30.390 -18.548 -0.473
C: -31.033 -17.483 -1.338
O: -31.053 -19.458 -0.029
H: -28.737 -17.413 0.239
H: -28.317 -18.566 -1.057
H: -28.634 -19.157 0.579
H: -32.101 -17.495 -1.127
H: -30.881 -17.687 -2.399
H: -30.618 -16.495 -1.138